(1)
A structure of composition C57H56Cl4N5O3RbSb2. Source: the OMol25 dataset; level of theory: ωB97M-V with the def2-TZVPD basis set.

Computed properties:
ΔE to the lowest compared entry with this formula, charge and spin	2.2	kcal per mole
total charge	-2
HOMO	-1.505	eV
calculated total energy	-5050.517732	a.u.
gap between HOMO and LUMO	5.08	eV

Each line ends with the Löwdin charge.
Geometry (Å):
Rb: -0.283 0.184 -0.422  0.605
Cl: -0.962 -6.053 -3.723  0.587
C: -0.215 -4.804 -2.766  -0.750
C: 1.089 -4.430 -2.986  -0.736
Cl: 2.036 -5.217 -4.215  0.586
C: 1.649 -3.407 -2.203  -0.602
Cl: 3.311 -2.926 -2.460  0.641
C: 0.955 -2.730 -1.192  -0.482
O: 1.482 -1.793 -0.487  -0.334
C: -0.442 -3.123 -0.960  -0.482
O: -1.152 -2.508 -0.082  -0.297
C: -0.956 -4.153 -1.763  -0.625
Cl: -2.630 -4.578 -1.491  0.640
C: -2.799 -1.981 -5.686  -0.091
C: -2.245 -2.277 -4.452  -0.056
C: -1.867 -1.248 -3.593  -0.003
C: -2.063 0.069 -3.970  -0.245
C: -2.620 0.374 -5.211  -0.048
C: -2.984 -0.650 -6.065  -0.102
N: -1.621 1.081 -3.023  0.019
N: -2.148 2.185 -3.244  0.044
C: -1.779 3.305 -2.425  -0.367
C: -2.263 4.491 -3.006  -0.084
C: -2.018 5.705 -2.396  -0.135
C: -1.301 5.705 -1.199  -0.132
C: -0.855 4.510 -0.650  -0.174
C: -1.067 3.236 -1.219  -0.118
H: -3.080 -2.784 -6.357  0.095
H: -2.091 -3.303 -4.144  0.072
H: -1.434 -1.498 -2.631  0.088
H: -2.753 1.411 -5.487  0.095
H: -3.408 -0.410 -7.033  0.091
H: -2.818 4.447 -3.938  0.090
H: -2.378 6.627 -2.839  0.080
H: -1.106 6.648 -0.696  0.082
H: -0.302 4.576 0.287  0.070
C: 1.886 0.743 4.105  -0.387
C: 1.565 -0.615 4.756  -0.388
C: 0.090 -1.012 4.667  -0.399
Sb: -0.402 -1.561 2.622  1.476
C: -2.458 -2.072 3.019  -0.360
C: -3.179 -1.458 4.040  -0.140
C: -4.525 -1.746 4.236  -0.113
C: -5.170 -2.652 3.407  -0.121
C: -4.461 -3.265 2.381  -0.094
C: -3.117 -2.977 2.184  -0.126
C: 0.347 -3.562 2.847  -0.339
C: -0.115 -4.437 3.826  -0.132
C: 0.417 -5.713 3.946  -0.112
C: 1.423 -6.129 3.082  -0.113
C: 1.887 -5.266 2.101  -0.081
C: 1.349 -3.991 1.980  -0.104
Sb: 2.540 0.790 2.013  1.470
C: 3.980 -0.785 2.196  -0.382
C: 4.776 -0.948 3.330  -0.152
C: 5.683 -1.993 3.414  -0.105
C: 5.806 -2.889 2.358  -0.105
C: 5.021 -2.735 1.227  -0.084
C: 4.107 -1.688 1.144  -0.122
C: 3.921 2.406 2.441  -0.379
C: 5.306 2.280 2.387  -0.121
C: 6.133 3.360 2.666  -0.103
C: 5.588 4.590 3.004  -0.119
C: 4.208 4.734 3.052  -0.109
C: 3.388 3.652 2.767  -0.142
H: 2.679 1.251 4.658  0.039
H: 1.002 1.385 4.143  0.042
H: 1.859 -0.562 5.812  0.094
H: 2.186 -1.407 4.322  0.076
H: -0.535 -0.168 4.972  0.039
H: -0.131 -1.857 5.324  0.045
H: -2.697 -0.731 4.682  0.079
H: -5.071 -1.253 5.033  0.089
H: -6.221 -2.873 3.555  0.087
H: -4.957 -3.967 1.720  0.096
H: -2.579 -3.425 1.354  0.069
H: -0.911 -4.126 4.495  0.092
H: 0.040 -6.388 4.707  0.088
H: 1.836 -7.127 3.170  0.088
H: 2.663 -5.585 1.415  0.101
H: 1.695 -3.328 1.194  0.075
H: 4.686 -0.254 4.160  0.099
H: 6.288 -2.114 4.306  0.091
H: 6.507 -3.713 2.426  0.091
H: 5.094 -3.435 0.403  0.096
H: 3.460 -1.616 0.275  0.055
H: 5.750 1.329 2.116  0.091
H: 7.209 3.242 2.612  0.093
H: 6.232 5.434 3.220  0.088
H: 3.770 5.694 3.302  0.092
H: 2.311 3.788 2.791  0.095
O: 3.880 2.710 -1.192  0.031
C: 2.955 2.851 -1.978  -0.485
C: 1.971 1.755 -2.303  -0.137
C: 2.060 1.244 -3.746  -0.160
C: 1.337 2.113 -4.773  -0.201
C: 1.799 3.565 -4.866  -0.183
C: 1.682 4.332 -3.548  -0.178
N: 2.757 4.036 -2.617  0.076
H: 0.959 2.123 -2.086  0.053
H: 2.184 0.952 -1.597  0.080
H: 1.624 0.242 -3.776  0.112
H: 3.113 1.123 -4.020  0.121
H: 0.272 2.120 -4.532  0.089
H: 1.427 1.640 -5.755  0.108
H: 1.185 4.075 -5.615  0.103
H: 2.839 3.620 -5.208  0.109
H: 0.709 4.138 -3.082  0.097
H: 1.730 5.405 -3.737  0.116
H: 3.398 4.764 -2.351  0.133
N: -2.030 1.379 2.447  0.161
C: -2.727 1.304 1.523  -0.333
N: -3.564 1.219 0.505  -0.094
C: -3.604 0.049 -0.385  -0.148
C: -5.006 -0.048 -1.002  -0.154
C: -6.042 0.602 -0.089  -0.195
C: -5.782 2.110 0.031  -0.165
C: -4.272 2.400 0.022  -0.132
H: -3.346 -0.842 0.190  0.117
H: -2.875 0.172 -1.187  0.050
H: -5.237 -1.099 -1.178  0.115
H: -5.013 0.447 -1.978  0.114
H: -5.975 0.139 0.899  0.111
H: -7.052 0.420 -0.461  0.103
H: -6.238 2.492 0.947  0.101
H: -6.243 2.639 -0.808  0.106
H: -4.003 3.248 0.648  0.129
H: -3.916 2.628 -0.985  0.106

(2)
A structure of composition C26H43BaCl3N3O3Si. Source: the OMol25 dataset; level of theory: ωB97M-V with the def2-TZVPD basis set.

Computed properties:
ΔE to the lowest compared entry with this formula, charge and spin	9.3	kcal per mole
total charge	-1
HOMO	-5.019	eV
calculated total energy	-3102.371204	a.u.
gap between HOMO and LUMO	7.28	eV

Each line ends with the Löwdin charge.
Geometry (Å):
C: -2.113 -2.078 -4.744  -0.054
C: -1.737 -2.474 -3.347  -0.214
H: -2.292 -2.995 -5.318  0.068
H: -1.314 -1.537 -5.281  0.084
H: -3.037 -1.479 -4.779  0.083
C: -1.127 -3.642 -3.089  -0.117
C: -0.700 -4.582 -4.151  -0.111
H: -1.047 -3.992 -2.063  0.105
H: 0.025 -4.140 -4.843  0.083
H: -1.540 -4.961 -4.745  0.073
H: -0.229 -5.431 -3.658  0.066
Ba: 2.686 2.343 0.914  1.329
Cl: -0.630 2.707 1.120  -0.073
Cl: 4.400 3.232 -1.188  -0.618
H: 0.705 6.432 4.664  0.078
H: -1.228 6.134 3.905  0.079
C: 1.302 5.976 3.877  -0.040
C: -0.999 5.900 2.865  -0.060
N: 0.445 5.811 2.714  -0.186
H: 1.691 5.014 4.226  0.094
C: 0.982 5.326 1.589  -0.411
O: 2.166 4.939 1.510  -0.239
H: -1.469 4.949 2.578  0.042
H: 0.299 5.299 0.724  0.116
H: 2.147 6.623 3.626  0.092
H: -1.411 6.688 2.219  0.088
H: 2.987 -1.238 -2.183  0.043
H: 2.670 -3.733 -1.160  0.083
C: 3.993 -1.258 -1.737  -0.163
C: 3.750 -3.573 -0.986  -0.078
N: 4.028 -2.202 -0.621  -0.223
H: 4.273 -0.252 -1.431  0.045
C: 4.151 -1.887 0.697  -0.398
O: 4.639 -0.866 1.190  -0.056
H: 4.085 -4.239 -0.185  0.082
H: 3.715 -2.680 1.352  0.130
H: 4.679 -1.640 -2.495  0.077
H: 4.301 -3.801 -1.910  0.085
O: -1.504 -0.230 -2.449  -0.168
C: -2.119 -1.495 -2.237  -0.283
C: -0.381 -2.211 -0.565  -0.088
C: -1.709 -1.897 -0.837  -0.180
H: 0.336 -2.135 -1.384  0.098
C: -0.016 -2.665 0.705  -0.097
H: -3.219 -1.399 -2.253  0.135
C: -2.664 -1.944 0.172  -0.028
H: 1.002 -3.024 0.864  0.093
C: -0.970 -2.723 1.726  -0.094
C: -2.290 -2.345 1.457  -0.080
H: -3.686 -1.656 -0.088  0.109
H: -0.692 -3.116 2.705  0.100
H: -3.043 -2.427 2.239  0.096
Si: -1.984 1.218 -3.017  0.397
Cl: 2.016 -0.018 -0.283  -0.022
C: -0.576 2.279 -2.340  -0.178
C: -3.456 1.621 -1.949  -0.144
C: -1.668 1.120 -4.846  -0.173
H: -0.644 2.314 -1.244  -0.082
H: -0.560 3.314 -2.687  0.025
H: 0.403 1.849 -2.574  0.030
H: -0.669 0.658 -4.978  0.051
H: -1.603 2.130 -5.278  0.029
H: -2.386 0.511 -5.416  0.009
H: -4.118 0.757 -1.815  0.018
H: -4.032 2.449 -2.383  0.022
H: -3.144 1.929 -0.938  0.034
N: 0.816 0.274 2.274  -0.066
C: 0.371 -0.130 3.489  -0.356
C: 1.096 -1.074 4.255  -0.051
C: 0.590 -1.465 5.491  -0.121
C: -0.618 -0.923 5.953  -0.140
C: -1.325 0.030 5.205  -0.108
C: -0.814 0.454 3.986  -0.049
H: 0.156 0.900 1.758  -0.104
H: 1.233 -0.420 1.639  -0.052
H: 2.035 -1.461 3.855  0.106
H: 1.152 -2.181 6.093  0.092
H: -1.006 -1.229 6.922  0.079
H: -2.266 0.455 5.555  0.094
H: -1.291 1.213 3.365  0.064

(3)
A structure of composition C13H29ClCrO15S2. Source: the OMol25 dataset; level of theory: ωB97M-V with the def2-TZVPD basis set.

Computed properties:
ΔE to the lowest compared entry with this formula, charge and spin	0.0	kcal per mole
expectation value of S²	6.009
multiplicity	5
HOMO (spin up / spin down)	-7.751 / -8.496	eV
calculated total energy	-3942.480682	a.u.
gap between HOMO and LUMO (spin up / spin down)	8.02 / 8.76	eV

Each line ends with the Löwdin spin population.
Geometry (Å):
Cr: 5.674 2.760 -32.888  3.828
O: 5.350 6.376 -34.541  0.002
C: 5.562 5.146 -34.021  0.008
O: 4.880 4.737 -33.022  0.002
O: 6.395 4.368 -34.519  0.027
H: 4.621 6.705 -33.983  0.000
Cl: 6.555 0.486 -32.762  0.013
O: 10.226 3.306 -32.015  0.001
S: 9.073 4.097 -31.693  0.003
O: 7.750 3.692 -32.095  0.021
O: 8.976 4.339 -30.109  0.001
C: 10.216 4.425 -29.382  0.000
C: 9.884 4.716 -27.946  0.000
C: 9.424 5.744 -32.293  0.001
H: 10.833 5.211 -29.829  0.000
H: 10.773 3.493 -29.477  0.000
H: 9.452 3.824 -27.491  0.000
H: 9.220 5.568 -27.804  0.000
H: 10.775 4.965 -27.366  0.000
H: 10.476 5.912 -32.095  0.000
H: 8.691 6.406 -31.834  0.000
H: 9.208 5.776 -33.361  0.000
O: 5.528 3.128 -30.628  0.023
S: 5.675 3.715 -29.324  0.004
O: 6.606 3.151 -28.411  0.002
O: 6.018 5.289 -29.468  0.001
C: 5.128 6.092 -30.290  0.000
C: 4.573 7.225 -29.452  0.000
C: 4.084 3.804 -28.473  0.001
H: 4.334 5.502 -30.753  0.000
H: 5.752 6.354 -31.146  0.000
H: 5.350 7.847 -29.010  0.000
H: 3.950 6.864 -28.636  0.000
H: 3.981 7.845 -30.130  0.000
H: 3.258 4.039 -29.133  0.000
H: 4.230 4.587 -27.726  0.000
H: 3.983 2.910 -27.862  0.000
C: 5.756 1.235 -36.873  0.000
O: 4.332 1.190 -36.716  0.002
C: 3.861 1.662 -35.570  0.005
O: 4.539 2.085 -34.688  0.024
O: 2.544 1.643 -35.514  0.001
C: 1.745 0.956 -36.477  0.000
H: 5.996 0.449 -37.588  0.000
H: 6.301 0.977 -35.965  0.000
H: 6.038 2.209 -37.266  0.000
H: 0.789 1.473 -36.467  0.000
H: 1.589 -0.077 -36.179  0.000
H: 2.163 1.034 -37.476  0.000
C: 2.862 -0.524 -32.554  0.000
O: 1.918 0.482 -32.178  0.001
C: 2.417 1.692 -32.026  0.004
O: 3.569 1.990 -32.109  0.024
O: 1.404 2.539 -31.833  0.001
C: 1.736 3.916 -31.829  0.000
H: 3.420 -0.925 -31.709  0.000
H: 3.561 -0.197 -33.316  0.000
H: 2.247 -1.342 -32.928  0.000
H: 2.666 4.151 -31.311  0.000
H: 0.907 4.441 -31.355  0.000
H: 1.807 4.275 -32.859  0.000

(4)
An isolated molecule of C5H13N. Source: the OMol25 dataset; level of theory: ωB97M-V with the def2-TZVPD basis set.

Computed properties:
ΔE to the lowest compared entry with this formula, charge and spin	7.6	kcal per mole
HOMO	-9.259	eV
calculated total energy	-253.050932	a.u.
gap between HOMO and LUMO	10.35	eV

Each line ends with the Löwdin charge.
Geometry (Å):
C: 1.539 -1.313 -0.178  -0.084
C: 0.648 -0.263 0.452  -0.409
C: 1.284 1.157 0.376  -0.062
C: -0.787 -0.307 -0.090  -0.448
C: -1.793 0.263 0.916  -0.058
N: -0.998 0.286 -1.418  0.032
H: 1.490 -1.261 -1.270  0.079
H: 2.556 -1.189 0.183  0.074
H: 1.204 -2.312 0.118  0.079
H: 0.581 -0.451 1.527  0.124
H: 2.303 1.099 -0.008  0.070
H: 1.316 1.610 1.367  0.069
H: 0.684 1.829 -0.240  0.061
H: -1.039 -1.363 -0.204  0.124
H: -2.150 -0.551 1.549  0.076
H: -2.631 0.764 0.423  0.075
H: -1.328 1.011 1.571  0.074
H: -1.068 1.299 -1.347  0.061
H: -0.193 0.121 -2.016  0.064